P:
This record from the Open Molecules 2025 dataset describes an isolated molecule of C2H5N3O2S. The level of theory is ωB97M-V with the def2-TZVPD basis set.

The geometry in XYZ format:
```
13
Properties=species:S:1:pos:R:3:lowdin_charge:R:1
S 1.35 -1.86 0.00 0.7280
O 0.67 1.82 1.71 -0.0307
O -0.81 -0.19 0.26 -0.1191
N -1.31 0.82 0.94 -0.0479
N -1.03 0.69 -2.03 0.0660
N 0.58 -0.97 -1.30 -0.3783
C -0.49 -0.14 -1.11 -0.5337
C -0.59 1.86 1.59 -0.2536
H -0.28 0.79 -2.85 0.0896
H -2.33 1.25 0.76 0.1978
H -1.30 2.83 1.68 0.1666
H 1.50 -0.77 0.94 -0.0646
H 0.69 -1.33 -2.37 0.1798
```

Calculated values
HOMO energy (eV): -8.8
LUMO (eV): 0.4226
SMILES: [H]/N=C(\NS)ONC=O
Kohn-Sham gap (eV): 9.22
Charge: 0

---

Q:
This record from the Open Molecules 2025 dataset describes an isolated molecule of C2H5N3O2S. The level of theory is ωB97M-V with the def2-TZVPD basis set.

The geometry in XYZ format:
```
13
Properties=species:S:1:pos:R:3:lowdin_charge:R:1
S -0.22 1.70 -1.52 1.0367
O 2.02 0.29 -0.91 -0.0487
O 0.04 1.44 1.40 0.0280
N -0.93 -0.57 1.51 0.0070
N -0.72 -1.67 0.53 -0.0744
N -0.91 0.58 -0.58 -0.2894
C 1.41 1.19 -1.54 -0.5654
C -0.58 0.54 0.82 -0.6131
H 0.36 -1.88 0.11 0.1693
H -1.04 -2.67 0.90 0.1227
H -1.07 -0.29 -0.93 0.0254
H 1.88 1.92 -2.12 0.0354
H -0.24 -0.58 2.32 0.1663
```

Calculated values
HOMO energy (eV): -9.9
LUMO (eV): 0.5649
SMILES: NNC(=O)NSC=O
Kohn-Sham gap (eV): 10.49
Charge: 0

---

Q has the most favorable energy; the next structure is 2.176 eV above.

---

P:
This record from the Open Molecules 2025 dataset describes an isolated molecule of C2H5ClN2O. The level of theory is ωB97M-V with the def2-TZVPD basis set.

The geometry in XYZ format:
```
11
Properties=species:S:1:pos:R:3:lowdin_charge:R:1
Cl -3.18 -0.20 -0.27 0.7118
O 0.57 -0.75 0.34 -0.1579
N -0.81 1.21 0.22 0.0599
N -0.50 -0.16 -0.23 -0.1769
C 1.82 -0.47 -0.23 -0.1107
C -1.72 0.05 0.47 -0.8256
H -1.83 -0.27 1.58 0.1302
H 1.99 0.65 -0.36 0.0992
H -1.00 1.82 -0.59 0.0996
H 2.54 -0.90 0.36 0.0400
H 2.12 -0.99 -1.29 0.1302
```

Calculated values
HOMO energy (eV): -9.2
LUMO (eV): 1.0779
SMILES: CON1N[C@H]1Cl
Kohn-Sham gap (eV): 10.27
Charge: 0

---

Q:
This record from the Open Molecules 2025 dataset describes an isolated molecule of C2H5ClN2O. The level of theory is ωB97M-V with the def2-TZVPD basis set.

The geometry in XYZ format:
```
11
Properties=species:S:1:pos:R:3:lowdin_charge:R:1
Cl 3.23 0.36 -0.13 0.5963
O -0.57 0.81 0.39 -0.2230
N 0.86 -1.01 -0.23 0.0052
N 0.55 0.40 -0.38 -0.1288
C 1.62 -0.06 0.45 -0.7672
C -1.86 0.37 -0.14 -0.0605
H 1.37 0.15 1.62 0.1708
H 1.10 -1.60 -1.07 0.1415
H -1.64 -0.68 -0.47 0.0775
H -2.47 0.19 0.84 0.1140
H -2.20 1.08 -0.90 0.0740
```

Calculated values
HOMO energy (eV): -9.5
LUMO (eV): 1.0864
SMILES: CON1N[C@H]1Cl
Kohn-Sham gap (eV): 10.59
Charge: 0

---

Q has the most favorable energy; the next structure is 0.133 eV above.

---

P:
This record from the Open Molecules 2025 dataset describes an isolated ion of composition C5H14N2 and charge -1. The level of theory is ωB97M-V with the def2-TZVPD basis set.

The geometry in XYZ format:
```
21
Properties=species:S:1:pos:R:3:lowdin_charge:R:1
N -2.34 2.55 -0.14 -0.0592
N 2.47 -2.40 -0.14 -0.0601
C -1.63 1.32 -0.57 -0.3704
C -0.12 1.18 -0.24 -0.2453
C 0.20 0.23 0.91 -0.3889
C 1.34 -1.58 -0.68 -0.3096
C 0.30 -1.24 0.42 -0.3049
H -0.56 0.18 1.70 0.0291
H -1.63 3.16 0.27 0.0229
H -2.91 2.37 0.69 0.0102
H 3.20 -1.88 0.31 0.0133
H 0.23 2.21 -0.31 0.0860
H 2.08 -2.85 0.68 0.0097
H -0.72 -1.35 0.01 0.0744
H 0.21 0.70 -1.16 0.0771
H 0.22 -1.93 1.25 0.0520
H -1.84 1.28 -1.65 0.0801
H 0.90 -2.27 -1.40 0.0850
H 1.71 -0.68 -1.14 0.0848
H -2.20 0.44 -0.23 0.0737
H 1.11 0.57 1.41 0.0403
```

Calculated values
HOMO energy (spin up / spin down) (eV): 1.4 / -6.0
LUMO (spin up / spin down) (eV): 4.2086 / 4.0888
Multiplicity: 2
Kohn-Sham gap (spin up / spin down) (eV): 2.83 / 10.13
Charge: -1

---

Q:
This record from the Open Molecules 2025 dataset describes an isolated ion of composition C5H14N2 and charge -1. The level of theory is ωB97M-V with the def2-TZVPD basis set.

The geometry in XYZ format:
```
21
Properties=species:S:1:pos:R:3:lowdin_charge:R:1
N 0.64 1.71 1.82 -0.0164
N -0.78 0.11 -1.29 -0.1038
C -0.47 0.29 0.15 -0.4162
C 0.39 -0.16 -2.16 -0.3318
C 0.48 1.43 0.41 -0.4573
C -0.58 -2.31 0.21 -0.1478
C 0.02 -1.01 0.78 -0.2659
H -1.46 -2.64 0.77 0.0557
H 0.21 1.10 2.48 0.0353
H 0.16 -3.10 0.35 0.0505
H -0.83 -2.19 -0.84 0.0430
H -1.46 0.48 0.57 0.1326
H 0.73 -1.18 -2.08 0.0434
H 0.19 2.33 -0.14 0.0530
H 1.45 1.16 -0.04 0.0562
H -1.14 1.00 -1.61 0.0534
H 0.08 0.08 -3.18 0.0240
H 1.10 -1.06 0.71 0.0806
H 1.20 0.55 -1.99 0.0046
H 1.43 2.27 2.09 0.0177
H -0.22 -1.04 1.86 0.0893
```

Calculated values
HOMO energy (spin up / spin down) (eV): 1.5 / -5.1
LUMO (spin up / spin down) (eV): 4.1214 / 3.9806
Multiplicity: 2
Kohn-Sham gap (spin up / spin down) (eV): 2.64 / 9.06
Charge: -1

---

Q has the most favorable energy; the next structure is 0.240 eV above.

---

P:
This record from the Open Molecules 2025 dataset describes a 2-piece molecular cluster, C2H8N2S overall. The level of theory is ωB97M-V with the def2-TZVPD basis set.

The geometry in XYZ format:
```
13
Properties=species:S:1:pos:R:3:lowdin_charge:R:1
S -0.30 2.91 -1.99 0.6122
N 0.36 -2.25 -0.29 0.0721
N -0.05 -3.04 1.85 0.0462
C 0.55 2.91 -0.40 -0.5029
C -0.36 -2.34 0.86 -0.4284
H 1.06 -2.92 -0.54 0.0921
H -1.27 -1.71 0.84 0.1135
H 0.03 -1.59 -0.97 0.0806
H -1.52 2.47 -1.66 -0.1760
H -0.07 2.57 0.42 0.0298
H -0.77 -3.17 2.54 0.0258
H 0.94 3.91 -0.19 0.0184
H 1.42 2.26 -0.48 0.0167
```

Calculated values
HOMO energy (eV): -9.2
LUMO (eV): 0.6003
SMILES: [H]/N=C/N.CS
Kohn-Sham gap (eV): 9.80
Charge: 0

---

Q:
This record from the Open Molecules 2025 dataset describes a 2-piece molecular cluster, C2H8N2S overall. The level of theory is ωB97M-V with the def2-TZVPD basis set.

The geometry in XYZ format:
```
13
Properties=species:S:1:pos:R:3:lowdin_charge:R:1
S -0.15 2.05 1.52 -0.0464
N 0.10 -0.48 -0.90 -0.0112
N 1.80 -0.32 0.70 0.1082
C -1.32 -0.28 -1.19 -0.0550
C 0.54 -0.52 0.34 -0.2876
H -1.46 0.55 -1.87 0.0942
H 0.77 -0.17 -1.57 0.1480
H 1.93 0.22 1.55 0.0696
H 2.52 -0.42 0.00 0.1135
H -1.81 -0.05 -0.25 0.0738
H -0.20 -0.62 1.12 0.0921
H -1.74 -1.18 -1.63 0.0849
H -0.98 1.20 2.18 -0.3841
```

Calculated values
HOMO energy (eV): -6.8
LUMO (eV): 0.2975
Kohn-Sham gap (eV): 7.08
Charge: 0

---

R:
This record from the Open Molecules 2025 dataset describes a 2-piece molecular cluster, C2H8N2S overall. The level of theory is ωB97M-V with the def2-TZVPD basis set.

The geometry in XYZ format:
```
13
Properties=species:S:1:pos:R:3:lowdin_charge:R:1
S -1.51 -0.26 -0.53 0.1863
N 1.77 0.41 1.12 0.1750
N 0.95 1.48 -0.78 0.0942
C -1.19 -1.68 0.60 -0.6593
C 1.38 0.43 -0.15 -0.2847
H -2.14 -2.00 1.03 -0.0085
H 1.99 -0.45 1.59 0.1207
H 1.57 1.19 1.71 0.1256
H -0.53 -1.45 1.45 -0.0212
H -0.82 -2.51 -0.01 -0.0095
H 1.25 -0.55 -0.60 0.1218
H 0.70 2.29 -0.23 0.1212
H 0.20 1.24 -1.43 0.0385
```

Calculated values
HOMO energy (eV): -6.4
LUMO (eV): 0.0219
Kohn-Sham gap (eV): 6.38
Charge: 0

---

P has the most favorable energy; the next structure is 0.962 eV above.

---

P:
This record from the Open Molecules 2025 dataset describes an isolated molecule of C3H4Cl2S. The level of theory is ωB97M-V with the def2-TZVPD basis set.

The geometry in XYZ format:
```
10
Properties=species:S:1:pos:R:3:lowdin_charge:R:1
Cl 2.35 0.49 0.36 0.5494
Cl 0.43 -1.75 1.64 0.4971
S -1.72 -0.16 -2.31 0.7261
C -0.45 -0.26 -1.39 -0.6785
C 0.72 0.00 1.05 -0.9723
C -0.45 0.33 0.08 -0.3512
H -1.48 0.10 0.49 0.1146
H -0.33 1.40 -0.14 0.0970
H 0.57 0.58 1.93 0.0312
H 0.37 -0.73 -1.71 -0.0133
```

Calculated values
HOMO energy (eV): -9.0
LUMO (eV): -0.3347
SMILES: S=CCC(Cl)Cl
Kohn-Sham gap (eV): 8.68
Charge: 0

---

Q:
This record from the Open Molecules 2025 dataset describes an isolated molecule of C3H4Cl2S. The level of theory is ωB97M-V with the def2-TZVPD basis set.

The geometry in XYZ format:
```
10
Properties=species:S:1:pos:R:3:lowdin_charge:R:1
Cl -1.41 -1.22 -1.16 0.7014
Cl -0.83 1.87 -0.89 0.6009
S 2.11 -0.18 -0.96 0.6173
C -0.55 0.67 0.40 -0.7324
C 0.75 -0.12 0.31 -0.6607
C -0.74 -0.80 0.25 -0.8348
H 1.24 0.84 -1.81 -0.0477
H -0.74 0.93 1.47 0.1163
H 1.22 -0.39 1.32 0.0990
H -1.06 -1.60 1.07 0.1406
```

Calculated values
HOMO energy (eV): -8.9
LUMO (eV): 0.5306
SMILES: S[C@H]1[C@@H](Cl)[C@H]1Cl
Kohn-Sham gap (eV): 9.38
Charge: 0

---

P has the most favorable energy; the next structure is 1.502 eV above.

---

P:
This record from the Open Molecules 2025 dataset describes C3H4Cl2S as an isolated structure. The level of theory is ωB97M-V with the def2-TZVPD basis set.

The geometry in XYZ format:
```
10
Properties=species:S:1:pos:R:3:lowdin_charge:R:1
Cl 2.81 -0.93 -0.43 0.6414
Cl 1.82 1.63 -0.39 0.6180
S -2.29 -0.10 -0.66 0.5869
C -0.97 0.35 0.49 -0.6578
C 1.42 -0.03 -0.15 -1.2127
C 0.28 -0.54 0.39 -0.2710
H 0.39 -1.66 0.71 0.1401
H -0.75 1.43 0.41 0.0351
H -1.32 -0.46 -1.94 0.0254
H -1.39 0.31 1.57 0.0947
```

Calculated values
HOMO energy (eV): -9.2
LUMO (eV): 0.4270
Kohn-Sham gap (eV): 9.62
Charge: 0

---

Q:
This record from the Open Molecules 2025 dataset describes an isolated molecule of C3H4Cl2S. The level of theory is ωB97M-V with the def2-TZVPD basis set.

The geometry in XYZ format:
```
10
Properties=species:S:1:pos:R:3:lowdin_charge:R:1
Cl 2.09 2.54 -0.71 0.5908
Cl 2.85 0.25 -2.22 0.5571
S -0.09 1.04 -2.10 0.7749
C 1.59 1.06 -1.33 -1.5490
C 0.75 0.07 0.04 -0.1979
C -0.64 0.19 -0.58 -0.4746
H 0.85 0.51 1.06 0.0988
H -1.09 -0.70 -0.74 0.0258
H -1.15 0.96 0.05 0.0882
H 1.20 -0.93 -0.12 0.0857
```

Calculated values
HOMO energy (eV): -9.2
LUMO (eV): 0.7057
SMILES: ClC1(Cl)CCS1
Kohn-Sham gap (eV): 9.95
Charge: 0

---

R:
This record from the Open Molecules 2025 dataset describes a 2-piece molecular cluster, C3H4Cl2S overall. The level of theory is ωB97M-V with the def2-TZVPD basis set.

The geometry in XYZ format:
```
10
Properties=species:S:1:pos:R:3:lowdin_charge:R:1
Cl 2.44 0.33 1.15 0.6537
Cl 1.48 0.87 -1.50 0.7064
S 0.97 -2.48 -0.31 0.2341
C -1.40 0.80 -0.23 0.0739
C 1.11 0.39 0.07 -1.1812
C -0.30 0.32 0.38 -0.3482
H -0.41 -0.27 1.32 0.1068
H -2.33 0.55 0.06 0.0354
H -0.24 -2.01 0.06 -0.3222
H -1.33 1.50 -0.99 0.0412
```

Calculated values
HOMO energy (eV): -8.2
LUMO (eV): -2.3756
Kohn-Sham gap (eV): 5.79
Charge: 0

---

Q has the most favorable energy; the next structure is 0.154 eV above.

---

P:
This record from the Open Molecules 2025 dataset describes a 2-piece molecular cluster, C2H2Cl2O2 overall. The level of theory is ωB97M-V with the def2-TZVPD basis set.

The geometry in XYZ format:
```
8
Properties=species:S:1:pos:R:3:lowdin_charge:R:1
Cl 0.56 -0.83 1.52 0.6200
Cl 1.76 1.44 0.01 0.5887
O -2.48 -1.73 1.18 0.2224
O -1.33 -1.36 -0.75 0.1636
C 1.20 -0.17 0.04 -1.0843
C -1.88 -1.57 0.24 -0.5293
H 2.17 -0.84 -0.10 0.0820
H 0.52 -0.32 -0.68 -0.0630
```

Calculated values
HOMO energy (eV): -10.9
LUMO (eV): 0.5775
SMILES: ClCCl.O=C=O
Kohn-Sham gap (eV): 11.44
Charge: 0

---

Q:
This record from the Open Molecules 2025 dataset describes a 2-piece molecular cluster, C2H2Cl2O2 overall. The level of theory is ωB97M-V with the def2-TZVPD basis set.

The geometry in XYZ format:
```
8
Properties=species:S:1:pos:R:3:lowdin_charge:R:1
Cl -0.71 2.55 1.70 0.5188
Cl 1.71 1.79 0.29 0.5556
O -0.64 0.94 -0.28 -0.1035
O 1.63 -1.91 1.35 0.0791
C 0.10 1.23 0.76 -1.1407
C 1.30 -0.94 1.91 -0.0574
H -0.37 1.19 -1.13 0.0755
H 1.69 -0.37 2.75 0.0727
```

Calculated values
HOMO energy (spin up / spin down) (eV): -8.3 / -9.0
LUMO (spin up / spin down) (eV): -0.9083 / 0.0367
Kohn-Sham gap (spin up / spin down) (eV): 7.43 / 8.99
Charge: 0

---

R:
This record from the Open Molecules 2025 dataset describes a 2-piece molecular cluster, C2H2Cl2O2 overall. The level of theory is ωB97M-V with the def2-TZVPD basis set.

The geometry in XYZ format:
```
8
Properties=species:S:1:pos:R:3:lowdin_charge:R:1
Cl -2.65 1.56 -0.12 0.5330
Cl -2.48 -1.21 0.27 0.5673
O 2.49 -0.50 0.22 -0.0906
O 0.92 -0.60 -0.26 -0.0366
C -1.75 0.28 0.52 -1.0788
C 0.33 0.33 -0.66 -0.0284
H 0.60 1.35 -0.87 0.0955
H 2.53 -1.20 0.89 0.0385
```

Calculated values
HOMO energy (spin up / spin down) (eV): -8.5 / -8.8
LUMO (spin up / spin down) (eV): -1.1987 / -1.2409
Kohn-Sham gap (spin up / spin down) (eV): 7.26 / 7.55
Charge: 0

---

P has the most favorable energy; the next structure is 4.264 eV above.